Molecular formula: C58H79Br2I2NO19
Method: DFT, ωB97M-V/def2-TZVPD

The geometry in XYZ format:
```
161
Properties=species:S:1:pos:R:3:forces:R:3:mulliken_charge:R:1
I -2.99070 -3.09511 2.91198 0.2 0.1 -0.1 0.01
I -3.68419 -4.42795 -0.23564 -0.1 0.0 0.1 0.18
Br -4.15013 0.35872 3.77705 -0.1 0.0 0.0 -0.15
Br 1.17150 -0.78956 -0.28406 -0.1 -0.2 -0.2 -0.07
O 6.06899 -4.42463 5.56597 0.0 0.0 0.0 -0.33
O -3.37908 5.46276 -3.56592 0.0 0.0 0.0 -0.36
O 0.35872 -3.05713 1.84066 0.2 0.3 -0.5 -0.20
O 4.76266 4.38034 -1.63592 0.0 0.1 0.0 -0.38
O -3.66659 -7.34509 -4.01818 -0.1 0.0 0.0 -0.37
O -8.19461 0.75023 -0.08258 0.0 0.0 0.0 -0.41
O 11.02412 -6.19775 6.88890 0.0 0.0 0.0 -0.37
O -1.73943 -0.33181 2.62360 -0.6 -0.3 -0.4 -0.28
O 9.32673 -6.36782 5.44953 0.5 0.0 0.0 -0.55
O -3.87169 2.02688 -5.97845 -0.1 -0.2 0.0 -0.46
O 6.24878 2.79516 -1.12463 0.1 0.0 0.0 -0.57
O 5.15037 -6.02872 4.30556 0.0 0.0 0.1 -0.56
O -6.28067 6.41330 2.58738 0.0 0.0 0.1 -0.38
O -1.87597 -8.40353 -4.84244 -0.1 0.0 -0.1 -0.57
O -4.83372 1.50224 -7.92755 -0.1 0.0 0.0 -0.37
O -3.90329 7.07126 -2.10588 0.1 0.0 0.0 -0.63
O -8.10093 5.91861 1.39577 0.0 0.0 0.0 -0.61
O -6.54719 2.07579 -0.80642 0.1 -0.1 0.0 -0.50
O -0.01700 0.93765 1.54178 0.1 -0.2 -0.9 0.53
N 2.20661 0.91634 2.17603 -0.3 -1.3 -1.6 -0.40
C 3.73298 -3.67359 3.14895 0.1 0.1 0.1 -0.66
C -5.08301 7.70478 1.03544 0.0 0.1 0.0 -0.11
C -4.32058 3.57793 -2.50865 0.0 -0.1 0.0 0.53
C -0.60088 -0.27954 -3.32640 -0.1 0.4 -0.6 -1.10
C -4.01654 5.93454 -2.47792 -0.3 0.1 0.1 0.38
C -5.18710 7.34766 2.51156 0.1 0.1 -0.1 -0.56
C 6.91535 -5.70028 7.35136 0.0 -0.1 0.0 -0.57
C 3.40998 0.92259 1.75536 0.1 0.1 0.4 1.06
C -0.08360 3.80662 -2.07752 0.3 0.1 -0.3 -1.37
C 2.32988 -3.83990 0.77901 -0.3 -0.1 -0.2 -0.12
C 1.68699 -3.40016 1.92536 0.3 0.0 0.2 0.20
C 11.34660 -5.15649 4.80873 0.4 -0.2 0.1 -0.38
C 2.39095 -3.33152 3.12381 -0.2 0.0 -0.1 -0.23
C -1.36125 0.67323 -0.40106 -0.2 0.0 0.0 -0.25
C -2.69400 -8.28868 -3.97990 0.2 0.0 0.1 0.47
C 12.29582 -5.52442 6.94743 0.2 0.1 0.0 -0.42
C -1.69538 -2.46453 -1.28345 -0.4 -1.0 -0.7 -0.71
C 0.13474 2.05479 -3.68375 0.1 0.2 0.1 -0.89
C -4.88676 4.84264 -1.87357 0.4 -0.2 -0.1 -0.26
C -0.59665 2.87446 -1.19269 0.0 0.2 0.2 -0.42
C 1.19027 1.66450 1.44574 0.9 1.8 1.8 0.03
C -3.78813 4.09935 -3.83462 0.0 -0.1 0.2 -0.31
C 4.23791 -0.32157 1.88783 0.4 0.6 1.2 -1.14
C 4.93914 4.41538 -3.98211 0.0 -0.1 0.0 -0.55
C 7.00275 -4.34893 6.65460 0.1 0.0 0.1 -0.27
C -7.09338 6.55465 1.51624 -0.2 0.2 -0.1 0.69
C -4.84549 3.60203 -8.98995 0.1 0.1 0.1 -0.58
C 0.02138 -1.79430 2.39775 -0.3 -0.2 0.8 -2.07
C -0.75037 1.52182 -1.50273 0.1 0.3 -0.1 -0.49
C 4.39096 -4.08010 1.99952 -0.2 0.0 -0.4 -0.51
C -6.53297 7.60296 0.57529 0.4 -0.2 0.1 -0.49
C -4.23254 -8.76886 -2.23136 0.1 -0.1 0.0 -0.53
C 0.30828 3.38713 -3.33995 -0.2 -0.2 0.0 -0.84
C 5.58906 3.13778 -3.45210 0.0 0.4 -0.1 -0.48
C -7.51773 1.92051 -0.11967 -0.1 0.2 -0.1 0.27
C -9.36964 0.88487 0.73715 -0.1 0.0 0.2 -0.44
C -1.12311 -1.10627 1.58955 1.0 -0.6 0.5 1.58
C -2.89806 0.36266 2.29066 0.3 0.6 -0.1 -0.55
C -4.17800 2.33839 -7.09145 0.3 0.1 0.0 0.44
C 6.58225 -6.63402 6.19040 -0.4 0.1 0.4 -0.34
C -9.08222 2.06578 1.65651 0.0 0.1 0.0 -0.63
C -0.41748 -0.05480 0.59812 -0.4 0.8 0.4 -0.59
C -2.34598 -2.83845 0.01473 0.6 0.6 0.0 0.80
C 4.10980 2.12393 1.16274 -0.6 0.2 0.1 -1.22
C 5.61923 3.37986 -1.95418 -0.1 -0.2 0.0 0.62
C 10.43191 -5.97600 5.69701 -0.1 0.2 -0.1 0.41
C -4.43659 -7.37193 -2.80559 -0.1 -0.1 0.2 0.17
C -2.81357 -9.09195 -2.69655 -0.5 0.0 0.0 -0.37
C -2.06955 -2.25494 1.18078 -0.8 -0.1 0.1 -0.74
C 4.06098 4.82938 -2.80687 0.0 0.1 -0.2 0.08
C -4.97353 2.10172 -9.22657 0.0 0.1 -0.1 -0.44
C -8.19355 2.93918 0.77429 0.0 -0.5 0.3 0.13
C -3.88751 3.64974 -7.80070 -0.4 0.0 -0.2 -0.23
C 3.67336 -4.17801 0.81208 0.1 0.1 0.2 -0.77
C 0.92138 3.02949 2.12723 -0.3 -0.1 0.0 -1.97
C 12.70329 -5.31929 5.49344 -0.1 0.0 -0.1 -0.50
C -0.39352 1.11630 -2.80114 0.0 -0.3 0.2 1.11
C 5.83306 -5.72692 5.23905 0.2 -0.3 -0.1 0.53
H 3.91751 5.90521 -2.73887 0.0 0.0 0.1 0.35
H -2.17827 -1.62812 -1.77802 0.1 0.1 0.3 0.04
H -4.80714 4.84436 -0.78930 -0.2 0.1 0.0 0.18
H 6.09044 -5.69232 8.06621 0.0 0.0 0.0 0.34
H 7.82444 -5.96526 7.88802 0.1 0.0 -0.1 0.27
H -5.42110 8.21209 3.13666 -0.1 0.0 0.0 0.27
H 0.70656 4.06937 -4.08024 0.0 0.1 0.1 0.61
H 6.72529 -3.51650 7.29797 -0.1 0.0 -0.1 0.36
H -0.00003 -1.03232 -2.82666 -0.2 0.0 0.2 0.04
H 12.99391 -6.14302 7.50500 -0.1 -0.1 0.1 0.30
H -5.81225 4.01435 -8.69866 0.0 0.0 0.0 0.27
H 5.17930 2.07456 1.34724 0.1 -0.1 -0.4 0.46
H -4.37113 -8.81270 -1.15298 0.0 0.1 0.0 0.33
H -4.93692 -9.46448 -2.68976 0.0 0.0 0.0 0.26
H -9.98156 2.56233 2.01358 0.0 0.0 -0.1 0.32
H 4.97852 2.25416 -3.64531 0.1 0.0 0.0 0.23
H -4.18202 1.71388 -9.87121 0.0 0.0 0.0 0.26
H 11.00038 -4.12156 4.81773 -0.1 0.0 -0.1 0.24
H 5.95690 -7.46918 6.49626 0.0 -0.1 -0.2 0.38
H -2.05835 -8.73435 -1.99514 0.1 0.0 0.0 0.25
H 3.75004 3.01408 1.68305 -0.1 0.0 -0.1 0.34
H -6.61734 7.27422 -0.45687 -0.2 0.1 0.0 0.19
H -0.61917 -2.36591 -1.20926 -0.1 0.4 0.2 -0.11
H -4.49945 4.14553 -9.86639 0.0 -0.1 0.0 0.34
H 5.44353 -4.32547 2.00784 0.0 -0.1 0.2 0.43
H -2.84184 3.64893 -8.11186 0.0 0.0 0.1 0.29
H -10.22549 1.06637 0.08320 0.0 0.0 0.0 0.24
H -8.51720 1.72800 2.52627 0.0 0.0 0.0 0.28
H 4.50774 -0.67883 0.89311 -0.2 -0.1 0.0 0.30
H -4.48913 6.95680 0.51147 0.1 0.1 0.0 -0.09
H -4.29276 6.86784 2.90110 -0.1 -0.1 0.1 0.36
H 0.02729 4.84840 -1.80353 -0.1 0.0 0.1 0.58
H 0.98056 3.84719 1.40871 0.0 0.0 0.0 0.27
H 3.08536 4.34373 -2.82744 -0.1 -0.1 0.0 -0.15
H 13.19799 -6.21560 5.11788 0.0 0.0 0.0 0.26
H 13.37950 -4.47909 5.35336 0.0 0.0 0.1 0.33
H -5.92302 5.01972 -2.16797 0.0 0.0 0.1 0.18
H -1.66308 -0.52285 -3.31151 0.1 -0.2 0.1 0.29
H 1.53127 1.89994 0.43859 -0.3 -0.6 -0.3 0.55
H 4.27525 -3.61152 4.08012 0.0 0.0 0.0 0.58
H 5.17483 -0.09448 2.40890 0.1 -0.1 -0.2 0.55
H 3.89833 2.28556 0.10395 0.2 -0.2 -0.1 0.06
H 7.99525 -4.16126 6.24143 0.0 0.0 0.0 0.06
H 0.40934 1.73001 -4.68039 0.0 0.0 0.0 0.44
H -7.45911 3.49863 1.34207 0.0 0.2 -0.2 0.08
H -3.39349 0.00620 1.38866 -0.2 -0.3 0.2 0.36
H -3.49199 3.20581 -1.90237 0.0 0.0 0.0 -0.57
H -0.39889 -1.97070 3.38997 0.0 0.1 0.0 0.69
H 1.89158 -3.00993 4.02919 0.0 0.0 0.0 0.43
H -9.52987 -0.04700 1.27376 0.1 -0.1 -0.1 0.36
H 1.74691 -3.90838 -0.13116 0.1 0.0 0.0 0.49
H -7.08730 8.53242 0.71430 -0.1 0.0 0.0 0.35
H -2.17980 0.04037 -0.73976 0.3 -0.2 -0.2 0.60
H -2.67202 1.42157 2.16678 0.0 0.0 0.0 0.26
H -5.93599 1.81549 -9.64256 0.0 -0.1 0.1 0.32
H -2.66217 -10.14898 -2.89455 0.2 0.0 0.0 0.29
H 7.48044 -6.99368 5.69529 -0.3 -0.1 0.0 0.19
H -8.77250 3.62082 0.15122 0.1 0.1 0.0 0.24
H -4.05752 -6.59469 -2.13839 0.0 0.0 -0.1 -0.35
H -5.04278 2.77480 -2.61942 0.0 0.0 0.0 0.49
H -1.84563 -3.28499 -1.98852 0.1 0.0 0.0 0.69
H 6.59433 2.98219 -3.83252 0.0 -0.2 0.1 0.33
H -4.62390 8.67506 0.86174 0.0 0.0 0.0 0.43
H 4.17014 -4.50728 -0.09188 0.0 0.0 0.0 0.40
H 0.87498 -1.12830 2.53201 0.1 0.0 -0.3 0.56
H -0.31900 -0.29764 -4.38042 0.0 0.0 0.0 0.57
H -5.47604 -7.15800 -3.04290 0.0 0.1 -0.1 0.33
H -4.07323 4.49136 -7.13874 0.2 0.0 0.1 0.19
H 4.38122 4.28398 -4.90717 -0.1 0.0 0.0 0.33
H -0.07251 3.03766 2.57545 0.0 0.0 0.0 0.33
H 11.33313 -5.53956 3.79268 -0.2 0.1 0.0 0.34
H -2.93676 3.53673 -4.20188 0.1 0.1 -0.1 0.38
H 1.64095 3.20678 2.92422 0.1 0.0 0.0 0.54
H -1.83864 1.41057 0.24235 -0.1 -0.1 0.1 0.30
H -0.90128 3.23135 -0.21477 0.0 -0.1 0.1 0.58
H 5.70549 5.17185 -4.15619 0.0 0.0 0.0 0.28
H -4.55590 4.11835 -4.60811 0.0 0.0 0.0 0.00
H 3.71692 -1.06764 2.48150 -0.1 -0.2 -0.3 -0.01
H 12.15996 -4.58032 7.47859 0.0 0.0 0.0 0.27
```
Forces are in eV/Å.

Energy ... -258105.5238 eV
HOMO ... -8.03 eV
LUMO level ... 0.2970 eV